A molecular structure, C40H44NPRhSSi. Source: OMol25; level of theory: the ωB97M-V functional and the def2-TZVPD basis.

Energy relative to the best compared isomer or geometry (same formula, charge and spin), kcal/mol: 19.1
2S+1: 5
Net charge: +1
E_LUMO (spin up / spin down), eV: -2.35 / -5.62
HOMO energy (spin up / spin down), eV: -8.24 / -11.08

```
89
Properties=species:S:1:pos:R:3:mulliken_charge:R:1
Rh -0.146 0.180 -0.724 -1.0873
S -2.578 -0.470 3.162 -0.4926
C -3.799 -0.486 1.925 0.9290
C -5.159 -0.665 2.086 -0.6418
C -5.976 -0.606 0.966 -0.6833
C -5.434 -0.362 -0.309 -1.3112
C -4.086 -0.191 -0.491 0.1569
C -3.225 -0.264 0.629 -1.3902
N -1.903 -0.120 0.624 1.9459
C -1.363 -0.181 1.908 -0.0489
C -0.019 -0.032 2.141 1.0789
C 0.563 -0.059 3.455 -1.5868
C 1.918 -0.028 3.600 -0.8130
C 2.768 0.064 2.475 -0.5856
C 2.229 0.169 1.188 -0.6016
C 0.868 0.115 0.992 0.8712
H -5.572 -0.841 3.071 0.4608
H -7.043 -0.737 1.076 0.4383
H -6.100 -0.302 -1.160 0.4720
H -3.677 0.021 -1.469 0.7102
H -0.087 -0.099 4.321 0.4665
H 2.353 -0.065 4.590 0.4478
H 3.841 0.078 2.611 0.3970
H 2.900 0.287 0.344 0.2001
C -3.428 3.579 -3.056 -0.6569
C -3.488 3.222 -1.715 -0.7855
C -2.328 2.869 -1.041 -0.0316
C -1.094 2.873 -1.699 0.4117
C -1.050 3.225 -3.051 -0.4973
C -2.210 3.580 -3.723 -0.7139
Si 0.519 2.474 -0.768 1.4416
C 0.698 3.681 0.659 0.4814
C -0.036 4.870 0.596 -0.1202
C 0.129 5.852 1.561 -0.8266
C 1.020 5.657 2.606 -0.5707
C 1.748 4.477 2.684 -0.8062
C 1.588 3.496 1.718 -0.3269
C 1.966 2.637 -1.963 -0.0153
C 2.203 1.650 -2.920 0.5345
C 3.211 1.789 -3.860 -0.8922
C 3.993 2.937 -3.860 -0.6388
C 3.766 3.931 -2.918 -0.7491
C 2.764 3.780 -1.969 -0.9530
H -4.331 3.868 -3.578 0.3958
H -4.440 3.220 -1.200 0.4843
H -2.376 2.602 0.009 0.5568
H -0.100 3.236 -3.571 0.4024
H -2.166 3.860 -4.768 0.4552
H -0.734 5.030 -0.216 0.4585
H -0.440 6.770 1.496 0.4226
H 1.151 6.424 3.358 0.3981
H 2.442 4.325 3.501 0.4516
H 2.158 2.578 1.787 0.3984
H 1.572 0.767 -2.921 0.1822
H 3.391 1.011 -4.591 0.4572
H 4.779 3.056 -4.594 0.3983
H 4.372 4.828 -2.920 0.4261
H 2.602 4.558 -1.231 0.4287
C 2.549 -1.931 -2.842 -1.4415
C 1.495 -2.916 -2.338 0.5708
C 1.152 -3.939 -3.430 -1.6719
P -0.001 -2.046 -1.652 0.5245
C -1.151 -1.797 -3.116 0.8622
C -2.484 -2.537 -3.013 -1.9169
C -1.363 -0.278 -3.260 -1.0786
C -0.677 -3.261 -0.412 0.9569
C -0.949 -4.692 -0.874 -1.6787
C 0.287 -3.294 0.783 -1.6252
H 3.438 -2.478 -3.161 0.5480
H 2.848 -1.222 -2.069 0.1428
H 2.174 -1.379 -3.707 0.2866
H 1.909 -3.437 -1.471 0.4104
H 1.149 -3.465 -4.412 0.4522
H 0.186 -4.419 -3.277 0.3969
H 1.914 -4.719 -3.451 0.3635
H -0.622 -2.158 -3.999 0.5871
H -2.994 -2.327 -2.071 0.3632
H -2.350 -3.613 -3.104 0.3012
H -3.138 -2.227 -3.829 0.5621
H -1.489 0.198 -2.269 -0.1063
H -2.269 -0.056 -3.826 0.5673
H -0.532 0.207 -3.771 0.2818
H -1.615 -2.803 -0.080 0.1694
H -0.031 -5.183 -1.198 0.3544
H -1.686 -4.757 -1.671 0.3067
H -1.338 -5.256 -0.024 0.4654
H 1.146 -3.933 0.573 0.4343
H -0.226 -3.716 1.650 0.4539
H 0.654 -2.306 1.057 0.2239
```

=====

A single CH6N2OS2 molecule in a non-equilibrium geometry. Source: OMol25; level of theory: the ωB97M-V functional and the def2-TZVPD basis.

SMILES: CN[S@@](N)(=O)=S
Energy relative to the best compared isomer or geometry (same formula, charge and spin), kcal/mol: 75.5
2S+1: 1
E_LUMO, eV: 0.62
HOMO energy, eV: -9.75

```
12
Properties=species:S:1:pos:R:3:mulliken_charge:R:1
C -1.388 0.897 -0.099 -0.6208
N -0.073 0.999 0.450 -0.3756
S 1.134 0.010 -0.289 0.7628
N 0.299 -1.549 0.072 -0.5742
O 1.065 0.328 -1.670 -0.5795
S 2.808 0.088 0.583 -0.2591
H -2.049 1.715 0.257 0.2630
H -1.058 1.057 -1.214 0.3016
H -2.015 0.007 0.239 0.2413
H 0.030 0.433 1.385 0.2939
H 0.521 -2.171 -0.596 0.2655
H 0.726 -1.812 0.881 0.2813
```

=====

A molecular structure, C13H29ClIN2OP2SeTi in a non-equilibrium geometry. Source: OMol25; level of theory: the ωB97M-V functional and the def2-TZVPD basis.

2S+1: 2
Net charge: +2
E_LUMO (spin up / spin down), eV: -7.96 / -7.94
HOMO energy (spin up / spin down), eV: -11.28 / -10.79

```
51
Properties=species:S:1:pos:R:3:mulliken_charge:R:1
C 3.925 1.021 -1.363 -1.4801
C 2.977 0.622 -0.191 0.3987
H 3.417 1.047 -2.376 0.2727
H 4.751 0.298 -1.440 0.3992
H 4.380 1.977 -1.203 0.4821
O 2.281 -0.407 -0.343 -0.0481
I 1.048 1.543 1.680 0.1177
Ti 0.555 -2.238 -1.555 0.0225
P 0.830 2.822 -0.417 1.0057
C -0.765 3.011 -1.311 -1.1116
C 0.868 4.321 0.693 -1.5337
H 0.821 5.216 0.096 0.4311
H 1.556 4.398 -2.049 0.4926
H 1.795 4.220 1.229 0.5330
H 2.979 3.564 -1.336 0.3006
H -1.598 3.033 -0.620 0.3514
H 0.034 4.235 1.392 0.4825
C 1.952 3.412 -1.739 -1.2072
H -0.757 3.911 -1.942 0.5010
H 1.982 2.777 -2.608 0.3887
H -0.900 2.127 -1.990 0.3422
P 1.143 -2.992 0.727 1.0744
C 0.686 -4.743 0.521 -1.2829
C 2.946 -2.887 0.205 -1.3133
H 2.291 -1.918 2.600 0.3067
H 1.883 -3.623 2.956 0.3806
H 0.628 -2.348 3.063 0.3118
C 1.512 -2.698 2.493 -1.1088
H 3.419 -2.060 0.725 0.2804
H 3.425 -3.834 0.502 0.3972
H 1.562 -5.388 0.868 0.3818
H 0.450 -4.947 -0.514 0.4275
H 3.059 -2.752 -0.866 0.3951
H -0.180 -4.981 1.157 0.3562
Cl 4.029 0.898 1.323 -0.0983
C -2.601 -2.174 1.474 -1.0504
N -3.438 -1.182 0.819 0.2386
C -4.485 -0.447 1.426 -0.5289
C -4.909 0.457 0.511 -0.3476
N -4.119 0.304 -0.609 0.2214
C -4.198 1.212 -1.735 -0.8680
C -3.219 -0.778 -0.451 -0.0059
Se -1.718 -1.572 -1.529 -0.2394
H -2.254 -2.913 0.717 0.2816
H -3.155 -2.665 2.253 0.3419
H -1.703 -1.724 1.898 0.4320
H -4.842 -0.651 2.424 0.4382
H -5.644 1.244 0.561 0.4889
H -3.447 0.840 -2.458 0.2553
H -5.230 1.180 -2.197 0.3306
H -4.023 2.236 -1.470 0.3623
```

=====

12 unconnected molecules or ions with the total composition H38N8O7S in a non-equilibrium geometry. Source: OMol25; level of theory: the ωB97M-V functional and the def2-TZVPD basis.

2S+1: 1
Net charge: +6
E_LUMO, eV: -18.53
HOMO energy, eV: -26.43

```
54
Properties=species:S:1:pos:R:3:mulliken_charge:R:1
N -2.472 2.900 1.019 -0.0509
H -2.264 3.520 1.789 0.4368
H -3.476 3.001 0.995 0.4482
H -2.142 1.983 1.285 0.0196
H -2.065 3.090 0.114 0.2451
N -2.904 -1.963 -0.263 -0.2269
H -2.932 -2.579 -1.063 0.4487
H -2.009 -1.511 -0.389 0.1561
H -3.056 -2.512 0.570 0.2939
H -3.617 -1.304 -0.541 0.3587
N -0.680 -2.456 2.647 -0.1639
H -0.261 -1.822 1.981 -0.0294
H -1.607 -2.801 2.443 0.2900
H -0.832 -1.965 3.516 0.4167
H -0.074 -3.261 2.717 0.4208
N -2.299 1.148 -2.216 -0.1725
H -1.891 1.012 -3.130 0.4073
H -3.257 0.942 -2.459 0.4442
H -2.222 2.067 -1.803 0.2178
H -1.890 0.438 -1.626 -0.0303
N 1.086 3.418 -1.504 -0.2658
H 1.510 2.989 -2.314 0.3782
H 0.710 2.660 -0.953 0.1212
H 0.346 4.037 -1.804 0.3987
H 1.754 4.018 -1.043 0.3977
N 3.434 -0.120 -2.301 -0.2075
H 4.228 0.040 -1.698 0.4585
H 3.194 0.450 -3.100 0.4125
H 2.691 0.011 -1.629 0.0883
H 3.269 -1.076 -2.580 0.3314
N 2.722 -2.191 0.735 -0.0863
H 3.588 -2.115 0.220 0.3903
H 2.389 -3.091 0.420 0.3875
H 2.109 -1.458 0.407 0.0623
H 2.908 -2.074 1.720 0.3557
N 0.459 -2.555 -2.208 -0.1312
H -0.176 -3.058 -2.812 0.4771
H 0.863 -3.250 -1.597 0.3357
H -0.106 -1.896 -1.693 0.0125
H 1.183 -2.199 -2.816 0.2768
S 0.131 0.148 -0.088 0.7789
O -0.923 -0.460 -0.950 -0.6664
O 1.420 -0.236 -0.646 -0.9544
O 0.007 1.576 0.024 -0.6305
O -0.103 -0.383 1.254 -0.4162
O -2.336 0.454 2.318 -0.7515
H -1.490 0.218 1.937 0.2472
H -2.400 -0.081 3.109 0.3477
O 1.188 3.122 2.083 -0.5825
H 0.791 2.503 1.470 0.1750
H 2.116 3.131 1.849 0.3475
O 2.033 0.153 2.810 -0.5899
H 2.227 -0.656 3.285 0.3046
H 1.129 0.045 2.512 0.2667
```

=====

A molecular structure, C47H54BN8O2PS5W. Source: OMol25; level of theory: the ωB97M-V functional and the def2-TZVPD basis.

Energy relative to the best compared isomer or geometry (same formula, charge and spin), kcal/mol: 0.0
2S+1: 1
E_LUMO (spin up / spin down), eV: 0.26 / 0.26
HOMO energy (spin up / spin down), eV: -6.23 / -6.23

```
119
Properties=species:S:1:pos:R:3:mulliken_charge:R:1
W 0.911 -0.180 0.194 -0.4318
O 2.243 -0.951 1.402 0.0087
C 2.488 -1.113 2.686 0.2385
C 3.760 -1.544 3.093 -1.0260
C 4.018 -1.761 4.427 -0.4871
C 3.023 -1.560 5.395 -0.9198
C 1.777 -1.136 4.997 -0.7116
C 1.490 -0.904 3.643 1.0009
C 0.163 -0.521 3.251 -1.0965
N -0.203 -0.197 2.057 1.8939
N -1.580 0.033 1.976 -0.7894
C -1.883 0.429 0.781 -0.0074
O -1.014 0.580 -0.153 0.5438
C -3.304 0.685 0.437 0.0101
C -4.305 0.609 1.400 -0.5551
C -5.627 0.819 1.042 -0.7977
C -5.956 1.115 -0.275 -0.7427
C -4.957 1.211 -1.233 -0.7960
C -3.633 0.996 -0.879 0.2858
H 4.516 -1.695 2.334 0.4931
H 5.004 -2.090 4.730 0.4306
H 3.235 -1.732 6.441 0.4179
H 0.992 -0.967 5.725 0.4581
H -0.619 -0.518 4.003 0.3709
H -4.029 0.386 2.422 0.4731
H -6.403 0.761 1.795 0.4486
H -6.989 1.286 -0.550 0.4075
H -5.207 1.457 -2.258 0.4972
H -2.841 1.071 -1.616 0.0815
C -1.226 3.878 -2.746 -1.0017
C -0.797 3.243 -4.065 1.2996
C -1.733 3.710 -5.179 -2.2946
C 0.634 3.618 -4.443 -1.6219
N -0.908 1.756 -3.931 0.5712
C -1.775 0.964 -4.669 -0.7612
C -1.691 -0.289 -4.189 -1.0489
N -0.798 -0.278 -3.136 0.6605
B -0.384 -1.408 -2.209 1.4165
N 0.705 -2.325 -2.775 0.6637
C 0.520 -3.347 -3.681 -1.2077
C 1.715 -3.917 -3.910 -0.3742
N 2.651 -3.259 -3.124 0.4621
C 2.015 -2.277 -2.424 0.2508
S 2.760 -1.167 -1.352 -0.2015
C 4.091 -3.646 -3.029 1.2287
C 4.349 -4.811 -3.981 -2.2240
C 4.968 -2.470 -3.457 -1.5306
C 4.398 -4.107 -1.604 -1.4851
N -1.542 -2.159 -1.559 0.8314
C -2.874 -2.254 -1.899 -1.1043
C -3.492 -2.951 -0.928 -0.5593
N -2.536 -3.305 0.015 0.6592
C -1.349 -2.780 -0.369 0.2241
S 0.173 -2.755 0.422 -0.4523
C -2.906 -3.958 1.311 1.3419
C -3.319 -2.852 2.277 -1.0428
C -4.072 -4.914 1.048 -1.9921
C -1.749 -4.772 1.885 -1.7777
C -0.284 0.974 -3.011 0.1279
S 0.932 1.471 -1.912 -0.0077
H -1.146 4.962 -2.830 0.5140
H -0.611 3.555 -1.907 -0.1242
H -2.266 3.624 -2.523 0.2823
H -1.629 4.790 -5.265 0.4582
H -2.778 3.496 -4.952 0.4665
H -1.475 3.275 -6.146 0.4755
H 0.686 4.698 -4.589 0.4829
H 0.926 3.129 -5.375 0.3997
H 1.342 3.344 -3.666 0.3448
H -2.367 1.345 -5.478 0.5655
H -2.180 -1.185 -4.528 0.6899
H 0.212 -0.889 -1.333 -2.1062
H -0.450 -3.584 -4.083 0.5896
H 1.970 -4.733 -4.556 0.5205
H 4.144 -4.546 -5.019 0.4734
H 3.770 -5.695 -3.712 0.4781
H 5.404 -5.071 -3.909 0.4542
H 4.726 -2.170 -4.479 0.3752
H 6.013 -2.778 -3.427 0.4869
H 4.840 -1.611 -2.804 0.3357
H 3.762 -4.953 -1.336 0.3734
H 4.239 -3.312 -0.881 0.2483
H 5.440 -4.426 -1.552 0.4989
H -3.293 -1.786 -2.770 0.4948
H -4.528 -3.207 -0.828 0.4686
H -4.181 -2.303 1.895 0.3352
H -2.504 -2.140 2.423 -0.0293
H -3.586 -3.290 3.240 0.6026
H -4.989 -4.398 0.769 0.4568
H -4.279 -5.458 1.968 0.4599
H -3.819 -5.637 0.271 0.4124
H -0.954 -4.141 2.269 0.2884
H -1.324 -5.443 1.138 0.3890
H -2.145 -5.373 2.704 0.5115
S -0.969 3.688 0.769 -0.6510
P 0.711 3.287 1.681 1.3547
S 2.023 1.881 0.886 -0.6439
C 0.395 2.832 3.420 0.4787
C 1.447 2.612 4.305 -0.4733
C 1.185 2.310 5.631 -0.6526
C -0.128 2.217 6.079 -0.5256
C -1.176 2.434 5.197 -0.7528
C -0.915 2.752 3.872 -0.2806
C 1.755 4.785 1.847 0.8708
C 3.131 4.731 2.063 -0.2819
C 3.858 5.899 2.244 -0.8538
C 3.218 7.130 2.216 -0.3944
C 1.848 7.189 2.011 -0.6414
C 1.121 6.023 1.830 -0.7053
H 2.473 2.685 3.961 0.2677
H 2.005 2.144 6.318 0.4260
H -0.330 1.980 7.116 0.4042
H -2.200 2.359 5.541 0.4279
H -1.721 2.921 3.168 0.2747
H 3.638 3.776 2.087 0.4406
H 4.927 5.847 2.407 0.3918
H 3.788 8.040 2.356 0.3756
H 1.344 8.147 1.983 0.3871
H 0.054 6.063 1.644 0.3347
```

=====

A molecular structure, C26H37N2O5PdSSi. Source: OMol25; level of theory: the ωB97M-V functional and the def2-TZVPD basis.

2S+1: 1
Net charge: -1
E_LUMO, eV: 2.79
HOMO energy, eV: -4.73

```
73
Properties=species:S:1:pos:R:3:mulliken_charge:R:1
Pd -1.472 -0.535 -1.701 0.2252
O -3.255 -0.697 -0.850 -0.8807
C -3.621 -1.750 -0.195 0.6789
C -4.684 -1.612 0.735 -0.4426
C -5.180 -2.682 1.437 -0.4209
C -4.647 -3.967 1.258 -0.6339
C -3.610 -4.128 0.370 -0.7042
C -3.070 -3.059 -0.360 0.7079
C -1.942 -3.361 -1.215 -0.6368
N -1.266 -2.504 -1.856 0.1914
N -0.139 -2.927 -2.546 -1.0026
C 0.571 -1.888 -2.896 0.7963
O 0.267 -0.656 -2.696 -1.0270
C 1.874 -2.146 -3.575 0.5423
C 2.395 -3.430 -3.677 -0.3198
C 3.621 -3.642 -4.291 -0.5990
C 4.338 -2.571 -4.810 -0.3427
C 3.818 -1.288 -4.712 -0.7903
C 2.592 -1.076 -4.095 -0.2339
H -5.086 -0.616 0.871 0.4387
H -5.990 -2.527 2.141 0.3571
H -5.033 -4.812 1.813 0.3855
H -3.178 -5.114 0.223 0.2903
H -1.606 -4.396 -1.284 0.3108
H 1.824 -4.253 -3.268 0.4498
H 4.022 -4.646 -4.364 0.3747
H 5.299 -2.735 -5.281 0.3724
H 4.369 -0.448 -5.116 0.3874
H 2.173 -0.082 -4.002 0.3536
C 1.518 -0.195 2.440 -1.4452
C 0.384 -0.898 1.698 1.6570
C -0.813 -1.117 2.619 -1.2900
C 0.865 -2.236 1.146 -1.5665
O -0.027 -0.150 0.550 0.4447
Si -0.354 1.459 0.359 0.3266
S -1.330 1.802 -1.453 -0.7735
O -1.233 1.858 1.697 0.1072
C -1.508 3.106 2.322 1.8042
C -0.372 3.436 3.287 -1.3777
C -1.670 4.213 1.282 -1.4840
C -2.813 2.907 3.083 -1.8330
O 1.030 2.350 0.541 0.1745
C 2.108 2.634 -0.344 2.0112
C 3.306 2.946 0.546 -1.8885
C 1.739 3.849 -1.188 -1.7652
C 2.400 1.434 -1.239 -1.4967
H 1.804 -0.782 3.318 0.5536
H 1.212 0.800 2.766 0.0950
H 2.390 -0.091 1.791 0.2565
H -0.568 -1.863 3.380 0.4514
H -1.663 -1.478 2.033 0.1045
H -1.106 -0.185 3.104 0.0803
H 1.329 -2.832 1.937 0.4579
H 1.593 -2.069 0.350 0.3222
H 0.024 -2.795 0.730 0.1381
H 0.565 3.524 2.733 0.0433
H -0.267 2.635 4.023 0.2716
H -0.570 4.374 3.813 0.5153
H -0.737 4.355 0.729 0.1009
H -1.934 5.154 1.773 0.5162
H -2.450 3.946 0.567 0.3067
H -2.712 2.067 3.773 0.3333
H -3.617 2.678 2.381 0.3849
H -3.074 3.806 3.649 0.3967
H 3.084 3.800 1.191 0.3822
H 4.185 3.181 -0.061 0.3982
H 3.534 2.085 1.178 0.3233
H 1.546 4.710 -0.541 0.3706
H 0.841 3.635 -1.769 0.2295
H 2.557 4.101 -1.871 0.4753
H 2.611 0.549 -0.634 0.1912
H 3.267 1.639 -1.872 0.7390
H 1.540 1.204 -1.873 0.1294
```